1.
Density functional theory data (ωB97M-V with the def2-TZVPD basis set) for the molecule C21H25N3O2.

The geometry in ORCA input format:
```
! RIJCOSX wB97M-V def2-TZVPD def2/J DEFGRID3
* xyz 0 1
O 1.324 0.538 -2.361
O -2.420 -0.539 -0.962
N -1.241 -0.018 -2.841
N -0.831 1.169 -2.202
N -2.031 -2.158 -2.512
C 0.666 -1.697 1.043
C 0.494 1.276 -1.866
C 3.038 -1.375 1.085
C -2.202 -5.294 -0.346
C -2.655 -3.234 -1.774
C -1.627 -4.278 -1.332
C 0.486 -0.349 0.797
C 1.583 0.497 0.682
C -0.793 3.492 3.112
C 0.785 2.375 -0.913
C 0.160 4.025 3.962
C -1.912 -0.913 -2.001
C 2.859 -0.026 0.838
C -0.406 2.830 1.961
C 1.505 3.889 3.659
C 1.893 3.226 2.509
C 2.227 2.659 -0.588
C -3.277 -6.183 -0.960
C 0.941 2.696 1.648
C 1.942 -2.215 1.185
C 1.380 1.958 0.424
H -4.154 -5.603 -1.235
H -3.427 -3.692 -2.397
H -1.532 -2.396 -3.353
H 4.036 -1.772 1.197
H 2.083 -3.270 1.373
H -0.516 0.038 0.681
H 2.511 3.685 -0.407
H -3.585 -6.945 -0.249
H 2.953 2.074 -1.133
H -1.239 -4.801 -2.209
H -2.897 -6.681 -1.850
H -2.617 -4.764 0.514
H -0.791 -3.756 -0.859
H -0.197 -2.342 1.125
H 0.073 3.190 -0.908
H -3.126 -2.775 -0.902
H -1.549 1.512 -1.576
H 2.941 3.117 2.273
H 2.253 4.301 4.321
H -0.454 -0.381 -3.373
H -1.155 2.413 1.303
H -0.143 4.544 4.859
H -1.843 3.593 3.345
H -1.386 -5.924 0.015
H 3.716 0.627 0.759
*
```

Output
M: 351.450 g/mol
E_HOMO: -8.832 eV
orbital gap: 0.3560 Eh
ΔE to the lowest compared entry with this formula, charge and spin: 44.02 kcal per mole
SMILES: CCCCNC(=O)NNC(=O)[C@@H]1CC1(c1ccccc1)c1ccccc1

2.
Density functional theory data (ωB97M-V with the def2-TZVPD basis set) for a cluster of 17 separate species, C48H87BN16O4P in total in a non-equilibrium geometry.

The geometry in ORCA input format:
```
! RIJCOSX wB97M-V def2-TZVPD def2/J DEFGRID3
* xyz -1 1
P 0.706 1.568 0.517
O 1.234 4.518 0.031
O 0.347 0.019 -5.691
O 2.131 -0.918 -8.572
O -0.389 1.132 -2.094
N -1.018 5.792 1.252
N 4.343 -0.438 -0.255
N -5.359 1.610 8.028
N 1.579 -6.071 -15.307
N 3.602 -0.856 -14.344
N -0.995 -1.009 -11.880
N -0.525 -0.099 11.169
N 7.335 -0.815 4.052
N -1.622 8.643 3.611
N -4.602 -5.595 3.004
N -2.598 8.057 8.064
N -6.513 -3.244 -9.803
N -2.446 -4.792 6.466
N -4.851 -2.097 -5.071
N 0.428 1.151 6.601
N -1.848 0.171 15.348
C -1.619 -0.474 11.295
C -0.182 -0.108 0.736
C 4.477 1.583 -14.828
C -0.632 6.869 1.038
C -4.465 -1.020 -5.285
C 3.062 -0.288 -10.947
C 6.464 0.069 1.226
C -3.004 -0.949 11.453
C 3.016 -0.152 3.592
C -0.143 8.232 0.768
C -0.706 0.359 15.235
C 0.890 -1.217 -6.277
C -1.923 6.725 10.236
C 5.279 -0.214 0.399
C -1.738 0.606 2.911
C 1.142 -2.102 3.820
C 0.827 -1.189 -7.946
C 0.088 0.314 7.334
C -2.313 -2.126 -9.890
C 1.965 -4.994 -15.521
C -4.881 1.204 7.048
C -5.184 -6.088 3.883
C -0.343 -0.745 8.262
C -2.300 7.469 9.022
C -0.409 -1.590 3.947
C 8.733 -3.030 3.755
C -1.676 -0.027 1.402
C -1.963 7.806 4.344
C 2.117 -1.298 -10.016
C 0.740 0.596 15.093
C -1.968 -5.198 5.486
C -3.976 0.342 -5.555
C -2.394 6.747 5.272
C -4.276 0.690 5.807
C -1.364 -5.712 4.246
C -5.920 -6.712 4.994
C 2.453 -3.632 -15.791
C -5.430 -4.163 -12.024
C -0.215 -0.245 -4.325
C -0.614 0.035 3.958
C 3.374 3.081 0.847
C 0.870 1.394 -1.379
C 7.952 -1.792 3.921
C 2.245 -1.206 4.637
C -0.092 1.223 -3.537
C -6.035 -3.649 -10.783
C -1.577 -1.502 -11.002
C 3.988 0.221 -14.557
B 1.778 3.184 0.425
H 3.131 -1.851 5.109
H 0.058 -1.722 7.975
H 6.711 -0.774 1.882
H -1.992 5.770 4.985
H 1.500 -2.282 2.695
H -6.139 -5.991 5.790
H 1.172 -3.189 4.314
H -5.352 -7.531 5.447
H 0.053 -0.393 -8.355
H 1.012 -1.295 -10.466
H -3.188 0.603 5.894
H 4.013 3.708 0.057
H -1.039 -2.153 3.118
H 5.098 1.960 -14.009
H -4.342 -4.251 -11.937
H -4.662 -0.302 5.550
H -1.434 -0.838 8.291
H -4.802 1.050 -5.686
H 3.575 3.461 1.955
H -1.569 -5.055 3.394
H -6.878 -7.127 4.663
H 4.058 -0.550 3.237
H 3.651 2.291 -14.959
H 3.129 -0.666 -12.071
H 0.358 0.667 3.804
H 0.499 -0.777 1.437
H -3.065 -1.794 12.146
H -1.749 -6.704 3.989
H 0.464 8.270 -0.143
H 2.034 -1.337 -6.014
H 0.667 1.764 1.947
H 1.023 1.585 -3.764
H 9.619 -2.868 3.132
H 1.974 0.834 0.626
H 3.060 -3.593 -16.702
H 3.124 0.936 4.063
H -0.297 -0.736 -0.272
H -1.011 0.311 5.050
H 0.467 -2.242 -8.360
H 3.814 1.989 0.803
H 1.278 2.443 -1.776
H 8.143 -3.820 3.280
H 0.952 1.622 14.775
H 6.310 0.943 1.868
H -5.816 -5.155 -12.281
H -5.635 -3.506 -12.876
H -2.246 -1.073 1.401
H -1.592 1.763 2.813
H 1.628 -2.924 -15.923
H -2.683 6.817 11.019
H 2.300 -0.001 2.651
H -3.369 0.381 -6.466
H -2.532 -1.405 -9.095
H -2.059 6.946 6.296
H 0.478 8.608 1.587
H -0.979 7.088 10.656
H -0.820 -2.014 4.984
H -0.783 1.998 -4.118
H -0.008 -0.546 9.286
H 9.081 -3.420 4.717
H -3.484 6.654 5.301
H -3.429 -1.280 10.500
H -1.796 5.657 10.032
H 1.809 -0.531 5.487
H -4.481 1.347 4.955
H -0.276 -5.799 4.332
H 2.597 -2.372 -10.102
H -1.745 -2.945 -9.437
H 1.189 -0.072 14.351
H 5.084 1.622 -15.739
H 0.512 -1.023 -3.787
H 3.075 -3.255 -14.972
H -2.329 0.680 0.698
H -3.658 -0.163 11.844
H 2.566 0.772 -10.968
H 7.348 0.270 0.612
H 0.410 4.635 0.599
H 4.160 -0.203 -10.521
H -2.800 0.410 3.415
H -3.271 -2.541 -10.222
H -3.355 0.719 -4.736
H -0.528 2.326 0.431
H 1.272 0.434 16.037
H 0.320 -2.182 -5.936
H -1.327 -0.643 -4.364
H -0.969 8.939 0.636
H 1.655 0.562 -1.717
*
```

Output
M: 994.118 g/mol
E_HOMO: -2.519 eV
orbital gap: 0.1490 Eh

3.
Density functional theory data (ωB97M-V with the def2-TZVPD basis set) for a structure of composition C16H19Cl2N2O4STi.

The geometry in ORCA input format:
```
! RIJCOSX wB97M-V def2-TZVPD def2/J DEFGRID3
* xyz 3 1
Ti 0.956 0.222 0.221
Cl 2.577 -0.734 -0.762
Cl 8.100 -14.839 -8.737
S -1.252 -1.118 -0.238
O -0.601 0.094 -0.949
O -0.227 -1.121 0.923
O 1.533 0.783 1.921
O -1.284 -2.298 -1.007
N 1.045 2.294 -0.396
N 2.905 2.502 2.213
C -5.131 -1.087 0.468
C -2.924 0.450 1.202
C 1.853 1.501 4.180
C 3.221 2.552 0.779
C 0.058 2.813 -1.154
C -5.302 0.017 1.301
C -3.881 -1.442 -0.004
C 2.147 4.410 -0.487
C 2.089 3.100 -0.061
C 7.636 -13.392 -8.287
C 2.104 1.607 2.725
C 1.125 4.936 -1.267
C -4.179 0.780 1.658
C -6.654 0.377 1.831
C -2.788 -0.664 0.370
C 0.063 4.120 -1.602
H -0.757 4.473 -2.211
H -6.758 0.009 2.855
H -7.448 -0.068 1.236
H 8.390 -12.650 -8.030
H -5.990 -1.681 0.185
H 3.521 1.556 0.454
H 6.572 -13.168 -8.226
H -4.307 1.638 2.305
H -6.793 1.456 1.857
H -2.065 1.042 1.494
H -3.749 -2.301 -0.647
H -0.752 2.151 -1.414
H 1.168 5.962 -1.608
H 4.089 3.196 0.667
H 0.781 1.581 4.363
H 3.357 3.155 2.839
H 2.166 0.508 4.509
H 2.999 5.019 -0.217
H 2.385 2.260 4.747
*
```

Output
M: 454.178 g/mol
E_HOMO: -15.953 eV
orbital gap: 0.2096 Eh
ΔE to the lowest compared entry with this formula, charge and spin: 0.00 kcal per mole

4.
Density functional theory data (ωB97M-V with the def2-TZVPD basis set) for the molecule C3H3NO3.

The geometry in ORCA input format:
```
! RIJCOSX wB97M-V def2-TZVPD def2/J DEFGRID3
* xyz 0 1
O -2.200 0.256 -0.239
O 1.462 -1.030 1.282
O 1.108 0.444 -0.396
N -1.205 0.927 -1.052
C -0.232 0.321 -0.215
C -1.161 -0.209 0.577
C 1.877 -0.337 0.398
H -1.262 0.522 -1.988
H 2.924 -0.227 0.092
H -1.311 -0.667 1.541
*
```

Output
M: 101.061 g/mol
E_HOMO: -8.985 eV
orbital gap: 0.3595 Eh
ΔE to the lowest compared entry with this formula, charge and spin: 100.19 kcal per mole
SMILES: O=COc1co[nH]1

5.
Density functional theory data (ωB97M-V with the def2-TZVPD basis set) for a cluster of 10 separate species, C40H88BIN3O12S9 in total in a non-equilibrium geometry.

The geometry in ORCA input format:
```
! RIJCOSX wB97M-V def2-TZVPD def2/J DEFGRID3
* xyz 1 1
I -4.059 4.656 -0.159
S 1.823 -5.537 1.411
S 8.881 -1.666 1.336
S 13.205 -1.627 8.058
S -1.007 6.320 -11.017
S 8.406 -3.560 5.447
S -2.750 3.755 -6.695
S -1.304 7.661 -3.803
S -11.582 -0.898 1.738
S -1.072 -4.161 4.636
O -6.274 -1.128 0.825
O -3.486 4.488 -5.622
O 13.069 -0.169 8.320
O 1.307 -6.829 1.944
O 0.219 -3.414 4.555
O 7.955 -0.992 2.291
O -12.329 -0.265 2.855
O -2.126 6.305 -10.029
O -7.056 1.123 0.408
O 0.149 7.828 -3.545
O 0.964 -0.371 -0.276
O 9.790 -3.026 5.296
N -3.185 3.356 -1.511
N -4.199 1.622 -0.316
N -2.836 1.162 -2.307
C -2.702 -3.838 -1.206
C -6.628 -0.984 2.226
C 8.090 -1.637 -0.281
C 2.532 -4.629 2.792
C 2.441 -0.353 2.999
C -0.800 -5.594 5.687
C 4.758 -0.239 1.280
C -8.164 -1.092 2.375
C 0.217 1.510 -1.756
C 7.272 -2.186 5.220
C -3.394 2.078 -1.404
C 3.749 -0.666 3.479
C 2.324 0.008 1.643
C -2.186 8.464 -2.450
C -1.471 -0.123 -0.590
C 0.969 0.336 0.955
C 14.923 -1.935 7.614
C -3.320 4.386 -8.275
C -12.192 -0.178 0.204
C -4.899 0.407 -0.814
C -4.488 -2.001 -1.694
C 3.391 -5.878 0.592
C -1.858 -3.798 0.043
C 8.722 -3.443 1.589
C -1.036 -3.640 0.917
C 8.100 -3.766 7.208
C -2.586 -0.164 -1.699
C 12.527 -1.944 6.423
C -3.879 -0.758 -0.973
C -1.470 7.456 -12.333
C -2.339 3.954 -2.570
C -0.035 0.075 -1.180
C -4.145 -3.302 -0.885
C -1.771 8.856 -5.063
C -2.131 -3.278 5.793
C 4.881 -0.598 2.643
C 3.466 0.068 0.796
C -3.519 2.132 -6.856
C 0.299 7.350 -10.329
C -12.294 -2.531 1.470
B -6.113 0.091 0.198
H -11.894 0.869 0.175
H 3.856 -4.938 0.295
H -3.361 1.099 -3.178
H -13.280 -0.248 0.168
H 3.847 -0.978 4.533
H -2.309 7.026 -12.877
H 12.981 -1.270 5.695
H -2.986 5.413 -8.375
H -13.375 -2.449 1.353
H -1.471 -1.153 -0.162
H -5.329 0.608 -1.822
H -0.355 2.284 -1.199
H -4.233 -3.060 0.195
H 11.453 -1.772 6.455
H -11.753 -0.704 -0.645
H 5.585 -0.191 0.560
H 1.726 -4.343 3.469
H -2.415 3.358 -3.511
H 8.046 -0.604 -0.622
H 0.957 1.446 0.835
H -3.037 -3.858 5.970
H 9.292 -3.967 0.822
H 8.329 -2.839 7.735
H -1.293 8.571 -5.999
H 12.716 -2.981 6.145
H -1.600 -3.112 6.731
H 1.563 -0.393 3.661
H 7.671 -3.733 1.541
H 15.036 -2.973 7.298
H 3.192 -6.480 -0.293
H -1.750 -6.098 5.866
H -1.292 4.022 -2.205
H 1.297 1.748 -1.634
H -6.212 -0.040 2.646
H -1.827 9.486 -2.325
H -6.189 -1.805 2.834
H 7.333 -1.864 4.182
H 6.256 -2.516 5.441
H -0.122 -6.273 5.171
H -3.256 8.466 -2.665
H 5.913 -0.822 3.014
H 0.117 0.076 1.624
H -3.619 1.340 0.479
H 8.680 -2.226 -0.984
H -5.598 -1.949 -1.746
H 7.079 -2.041 -0.207
H -3.087 1.610 -7.710
H -2.003 7.901 -1.536
H -2.893 3.788 -9.080
H -1.765 8.416 -11.908
H 15.542 -1.755 8.492
H 0.020 -0.614 -2.054
H 7.056 -4.041 7.365
H -2.669 4.988 -2.773
H -8.493 -2.091 2.011
H -0.108 8.317 -10.032
H 3.028 -3.730 2.421
H -4.134 -2.086 -2.749
H -4.410 4.351 -8.315
H 0.711 6.845 -9.457
H -0.012 1.546 -2.838
H -4.596 2.244 -6.987
H -3.320 1.564 -5.947
H -2.854 8.845 -5.191
H -3.572 -1.089 0.043
H -12.068 -3.149 2.337
H -4.929 -4.068 -1.068
H 9.123 -3.695 2.571
H 3.247 -5.261 3.323
H -0.354 -5.281 6.632
H 8.743 -4.563 7.578
H -8.497 -0.968 3.426
H 15.225 -1.261 6.812
H -2.304 -0.882 -2.497
H -0.627 7.587 -13.012
H 3.340 0.350 -0.263
H -6.623 1.758 1.001
H 7.554 -1.361 5.875
H -8.720 -0.357 1.765
H -1.436 9.852 -4.771
H -11.851 -2.979 0.580
H -2.396 -2.318 5.351
H -1.713 0.576 0.238
H 1.085 7.484 -11.074
H -2.788 -4.879 -1.581
H -2.240 -3.247 -2.020
H -0.369 -3.297 1.701
H 4.048 -6.429 1.266
*
```

Output
M: 1229.472 g/mol
E_HOMO: -9.290 eV
orbital gap: 0.1960 Eh

6.
Density functional theory data (ωB97M-V with the def2-TZVPD basis set) for the molecule C4H6N4OS in a non-equilibrium geometry.

The geometry in ORCA input format:
```
! RIJCOSX wB97M-V def2-TZVPD def2/J DEFGRID3
* xyz 0 1
S -2.413 2.231 0.558
O -2.841 3.420 1.306
N -0.886 0.322 1.515
N -0.993 -1.861 -0.296
N -2.026 0.979 1.687
N 0.215 -1.636 -0.712
C 1.094 0.503 0.127
C 1.175 -0.689 -0.506
C -0.729 2.082 0.007
C -0.177 0.952 0.547
H -0.915 -1.673 0.699
H 1.875 1.227 -0.073
H -0.219 2.810 -0.584
H 0.396 -2.197 -1.644
H -2.615 0.676 2.362
H 2.245 -1.112 -0.822
*
```

Output
M: 158.186 g/mol
E_HOMO (spin up / spin down): -7.579 / -8.083 eV
orbital gap (spin up / spin down): 0.2355 / 0.2892 Eh
ΔE to the lowest compared entry with this formula, charge and spin: 138.94 kcal per mole

7.
Density functional theory data (ωB97M-V with the def2-TZVPD basis set) for a cluster of 2 separate species, C4H6Br2N3O in total in a non-equilibrium geometry.

The geometry in ORCA input format:
```
! RIJCOSX wB97M-V def2-TZVPD def2/J DEFGRID3
* xyz 1 1
Br -3.891 -0.516 -1.666
Br 2.862 0.509 -1.051
O -1.238 0.393 2.441
N -1.819 0.046 0.162
N 1.487 0.536 1.900
N 1.013 0.199 -0.732
C -1.567 0.168 1.361
C -1.018 -0.646 -1.915
C 0.391 -0.391 -1.699
C -2.068 -0.460 -1.058
H 1.244 1.296 2.567
H 0.978 -0.568 -2.664
H -1.231 -1.186 -2.825
H 2.501 0.557 1.670
H 1.470 -0.304 2.569
H 0.887 0.369 0.939
*
```

Output
M: 271.920 g/mol
E_HOMO: -12.879 eV
orbital gap: 0.3077 Eh
ΔE to the lowest compared entry with this formula, charge and spin: 0.00 kcal per mole

8.
Density functional theory data (ωB97M-V with the def2-TZVPD basis set) for the molecule C6H15O3P in a non-equilibrium geometry.

The geometry in ORCA input format:
```
! RIJCOSX wB97M-V def2-TZVPD def2/J DEFGRID3
* xyz 0 1
P -0.228 0.757 0.077
O -1.745 0.089 0.265
O 1.291 -0.831 1.784
O 0.379 0.423 -1.211
C -0.483 2.488 0.420
C -2.209 -0.742 -0.777
C 1.733 -1.643 0.662
C 0.992 0.443 1.402
C -2.966 0.063 -1.830
C 3.192 -1.337 0.302
H -0.869 2.446 1.407
H 3.861 -2.184 0.603
H -3.878 0.481 -1.465
H 0.489 3.001 0.488
H 0.992 -1.524 -0.171
H 1.437 -2.686 1.029
H 1.806 1.036 1.213
H -2.269 0.758 -2.249
H -3.273 -0.623 -2.699
H 0.415 0.878 2.372
H -1.291 2.928 -0.218
H -1.294 -1.136 -1.249
H 3.460 -0.462 0.924
H -2.807 -1.512 -0.317
H 3.264 -1.112 -0.761
*
```

Output
M: 166.157 g/mol
E_HOMO: -9.391 eV
orbital gap: 0.3761 Eh
ΔE to the lowest compared entry with this formula, charge and spin: 1.63 kcal per mole
SMILES: CCOC[P@@](C)(=O)OCC